10
Properties=species:S:1:pos:R:3:nbo_charge:R:1 method="wB97M-V/def2-TZVPD" e_tot_ev=-26786.92538 homo_ev="-8.37 / -9.15" mol_weight_g_mol=120.20 gap_ev="5.63 / 8.07" e_above_lowest_kj_mol=298.1 largest_force_ev_per_a=1.3
C -0.71 0.69 -0.09 0.03
C 0.11 -0.38 0.73 -0.28
N -1.60 0.19 -0.82 -0.67
N 1.12 -0.86 -0.13 -0.66
S -0.11 2.25 0.17 0.18
S 2.61 -0.26 -0.15 0.18
H 0.56 0.07 1.61 0.23
H -0.61 -1.16 0.99 0.24
H -2.14 0.84 -1.38 0.35
H 0.78 -1.38 -0.94 0.41

20
Properties=species:S:1:pos:R:3:nbo_charge:R:1 method="wB97M-V/def2-TZVPD" e_tot_ev=-8931.65006 homo_ev=-9.06 smiles=CN1CCCC1.O mol_weight_g_mol=103.16 gap_ev=9.94 e_above_lowest_kj_mol=227.8 largest_force_ev_per_a=4.4
C -0.75 -1.80 -0.91 -0.41
N 0.20 -0.78 -0.21 -0.42
C 0.41 -1.30 1.11 -0.23
C 0.91 -0.12 1.95 -0.43
C 0.42 1.13 1.22 -0.42
C -0.56 0.46 0.13 -0.23
H -0.19 -2.71 -1.05 0.20
H -1.14 -1.59 -1.82 0.20
H -1.54 -2.06 -0.26 0.17
H -0.62 -1.65 1.46 0.15
H 1.16 -2.13 1.20 0.21
H 1.98 -0.24 2.01 0.21
H 0.74 -0.03 3.08 0.22
H 1.14 1.48 0.47 0.21
H -0.12 1.97 1.70 0.22
H -1.47 0.12 0.67 0.15
H -0.93 1.27 -0.62 0.22
O 0.01 2.97 -3.16 -0.93
H -0.53 2.22 -3.39 0.47
H 0.86 2.80 -3.57 0.47

240
Properties=species:S:1:pos:R:3:mulliken_charge:R:1 method="wB97M-V/def2-TZVPD" e_tot_ev=-140048.48648 homo_ev=-8.62 mol_weight_g_mol=1453.79 gap_ev=8.19 largest_force_ev_per_a=8.4
O 2.93 -5.28 1.69 -0.47
H 3.33 -4.64 2.28 0.24
H 3.62 -5.93 1.55 0.25
O 0.11 -2.49 -2.29 1.07
H 0.43 -2.48 -3.19 -0.12
H 0.63 -1.82 -1.84 -0.51
O -0.95 -5.21 -2.98 -0.56
H -1.50 -4.79 -3.65 0.16
H -0.39 -4.50 -2.67 0.18
O 6.30 1.56 0.50 -0.57
H 6.54 1.83 -0.39 0.23
H 6.24 0.61 0.45 0.20
C -0.83 -4.69 2.29 0.61
O -1.94 -4.40 2.63 -0.70
N 0.05 -5.30 3.03 -0.26
N -0.46 -4.49 1.08 0.18
H 0.95 -5.42 2.61 0.09
H -0.12 -5.38 4.03 0.29
H 0.54 -4.34 1.04 -0.17
H -1.13 -4.11 0.44 -0.14
C -3.38 6.17 -3.51 0.56
O -3.29 6.09 -2.28 -0.65
N -3.74 7.15 -4.23 -0.43
N -3.12 5.11 -4.19 -0.11
H -3.92 8.03 -3.76 0.28
H -3.67 7.18 -5.24 0.14
H -3.05 5.23 -5.19 0.24
H -2.79 4.28 -3.72 -0.07
C 4.56 -4.13 4.82 0.50
O 3.95 -3.58 3.94 -0.37
N 4.59 -3.71 6.00 -0.28
N 5.45 -5.10 4.66 -0.51
H 4.09 -2.85 6.18 0.19
H 5.37 -3.98 6.58 0.20
H 5.51 -5.35 3.69 0.20
H 5.93 -5.61 5.39 0.16
C 6.87 0.21 -3.21 0.66
O 5.90 0.70 -2.62 -0.57
N 6.90 -0.99 -3.55 -0.24
N 7.81 0.96 -3.73 -0.49
H 7.60 -1.44 -4.12 0.18
H 6.06 -1.47 -3.25 0.24
H 8.69 0.59 -4.07 0.16
H 7.72 1.95 -3.54 0.25
C 0.68 -3.43 5.61 0.35
O -0.14 -4.34 5.67 -0.76
N 1.51 -3.04 6.54 -0.33
N 0.91 -2.60 4.60 1.00
H 1.84 -3.70 7.22 0.25
H 1.98 -2.14 6.57 0.19
H 1.74 -2.04 4.51 -0.33
H 0.10 -2.50 4.00 -0.33
C -0.06 5.19 4.99 0.48
O -1.23 5.56 4.72 -0.77
N 0.40 5.22 6.22 -0.34
N 0.82 4.86 4.10 0.12
H -0.21 5.63 6.92 0.25
H 1.35 5.20 6.54 0.16
H 1.70 4.52 4.46 0.31
H 0.61 4.99 3.12 0.00
C 1.05 4.04 -4.16 0.56
O 2.11 4.63 -4.27 -0.75
N -0.10 4.44 -4.65 -0.08
N 0.94 2.79 -3.73 0.53
H -0.82 3.75 -4.75 0.06
H -0.20 5.31 -5.16 0.20
H 1.80 2.34 -3.45 -0.07
H 0.08 2.33 -4.00 -0.52
C 4.11 3.25 3.09 0.59
O 3.44 3.65 4.08 -0.83
N 3.66 2.61 2.00 1.00
N 5.42 3.37 3.06 -0.32
H 2.67 2.41 1.96 -0.58
H 4.31 2.29 1.30 -0.06
H 5.91 3.90 3.77 0.26
H 5.80 3.09 2.17 -0.02
C -0.53 -3.42 -6.16 0.46
O -0.47 -2.30 -5.64 -0.53
N 0.25 -3.81 -7.08 -0.43
N -1.37 -4.31 -5.78 -0.40
H -0.02 -4.61 -7.63 0.17
H 0.73 -3.06 -7.54 0.28
H -1.16 -5.26 -6.04 0.12
H -2.20 -4.06 -5.26 0.25
C 3.77 -1.53 -1.05 0.58
O 2.88 -1.44 -1.83 -0.65
N 4.50 -2.54 -0.60 0.08
N 4.19 -0.57 -0.36 0.46
H 5.19 -2.32 0.10 -0.15
H 4.62 -3.34 -1.20 0.32
H 3.84 0.33 -0.64 -0.11
H 4.75 -0.80 0.44 -0.37
C -1.50 0.99 -5.25 0.64
O -1.98 1.99 -4.74 -0.67
N -2.23 -0.06 -5.31 -0.15
N -0.48 0.92 -6.04 -0.23
H -1.91 -0.94 -5.67 0.19
H -3.09 -0.01 -4.78 -0.07
H 0.02 1.67 -6.48 0.29
H -0.06 0.03 -6.26 0.07
C 3.63 -1.97 -5.12 0.53
O 3.74 -2.08 -6.35 -0.85
N 2.81 -1.21 -4.57 0.17
N 4.32 -2.53 -4.20 0.03
H 2.80 -0.30 -5.01 0.19
H 2.84 -1.32 -3.57 0.08
H 4.12 -2.32 -3.23 -0.37
H 4.98 -3.27 -4.40 0.20
C -7.58 0.74 0.52 -0.06
C -8.24 0.66 1.93 0.25
C -7.74 1.69 2.98 -1.23
O -9.56 1.01 1.73 -0.60
H -6.51 0.58 0.69 -0.36
H -7.55 1.77 0.16 0.15
H -8.09 0.13 -0.22 0.36
H -8.21 -0.38 2.25 0.21
H -6.68 1.75 3.24 0.21
H -8.18 1.70 3.98 0.31
H -7.94 2.68 2.57 0.39
H -9.54 1.97 1.81 0.44
C 4.64 -0.33 3.97 0.18
C 5.87 -0.77 3.19 0.37
C 6.79 -1.40 4.16 -1.47
O 5.34 -1.79 2.29 -0.39
H 4.83 0.56 4.56 0.59
H 4.25 -1.14 4.60 -0.21
H 3.83 -0.07 3.29 -0.60
H 6.41 0.11 2.83 0.29
H 7.61 -1.98 3.73 0.40
H 6.32 -2.19 4.74 0.12
H 7.27 -0.58 4.69 0.44
H 5.25 -2.57 2.84 0.09
C 2.55 7.58 -1.36 -1.27
C 3.88 7.12 -0.75 0.36
C 3.71 6.08 0.38 -0.95
O 4.79 6.76 -1.70 -0.52
H 1.91 8.16 -0.69 0.38
H 2.03 6.71 -1.77 0.25
H 2.77 8.28 -2.17 0.49
H 4.22 8.00 -0.21 0.04
H 4.69 5.76 0.75 0.40
H 3.32 5.13 0.01 0.08
H 3.15 6.41 1.26 0.45
H 4.69 7.35 -2.46 0.36
C -7.19 -0.46 -4.36 -1.83
C -5.77 -0.75 -3.84 0.56
C -5.55 -0.17 -2.47 0.26
O -5.58 -2.13 -3.66 -0.49
H -7.27 0.57 -4.70 0.45
H -7.99 -0.83 -3.71 0.32
H -7.31 -1.00 -5.30 0.48
H -4.98 -0.40 -4.51 -0.10
H -4.61 0.35 -2.63 -0.12
H -5.73 -0.86 -1.65 -0.16
H -6.11 0.77 -2.38 0.35
H -6.26 -2.38 -3.04 0.30
C 2.54 -5.62 -3.66 -0.75
C 2.79 -6.33 -2.34 0.29
C 1.73 -6.10 -1.23 -0.59
O 2.65 -7.70 -2.53 -0.59
H 2.49 -4.54 -3.55 -0.20
H 1.56 -5.86 -4.06 0.22
H 3.44 -5.81 -4.24 0.44
H 3.82 -6.27 -2.00 0.25
H 0.76 -6.31 -1.68 0.34
H 1.76 -5.07 -0.87 -0.22
H 1.86 -6.77 -0.37 0.45
H 3.35 -8.08 -3.07 0.34
C -3.63 -3.83 -1.50 -0.49
C -4.51 -4.49 -0.53 0.90
C -6.00 -4.19 -0.84 -1.31
O -4.34 -5.84 -0.74 -0.57
H -2.61 -4.20 -1.39 0.05
H -3.65 -2.76 -1.29 -0.01
H -3.99 -4.06 -2.51 0.41
H -4.32 -4.26 0.52 -0.23
H -6.03 -4.42 -1.90 0.55
H -6.22 -3.17 -0.53 -0.11
H -6.75 -4.82 -0.36 0.48
H -5.13 -6.28 -0.42 0.37
C -5.53 -1.79 2.23 -0.88
C -4.29 -1.04 2.65 1.25
C -3.96 -1.51 4.16 -1.57
O -3.15 -1.38 1.88 0.44
H -5.42 -2.87 2.35 0.45
H -5.75 -1.65 1.17 -0.35
H -6.34 -1.37 2.82 0.31
H -4.52 0.02 2.50 -0.36
H -3.28 -0.78 4.61 0.30
H -3.49 -2.49 4.17 0.41
H -4.86 -1.53 4.77 0.43
H -2.83 -2.25 2.14 -0.32
C 0.04 1.46 3.95 -0.15
C 0.65 1.58 5.39 1.14
C -0.15 0.74 6.37 -1.58
O 1.87 0.90 5.31 -0.36
H 0.69 2.01 3.27 -0.24
H -0.96 1.88 3.98 0.61
H -0.09 0.44 3.58 -0.25
H 0.80 2.58 5.78 -0.14
H -1.23 0.83 6.45 0.33
H 0.34 0.90 7.33 0.43
H -0.02 -0.32 6.14 0.21
H 2.33 1.44 4.66 -0.02
C -1.00 -0.02 -0.50 -0.41
C 0.32 0.29 0.33 1.56
C 0.85 -0.88 1.21 -0.08
O 1.42 0.79 -0.47 0.16
H -0.94 0.34 -1.52 0.05
H -1.86 0.50 -0.07 -0.86
H -1.30 -1.07 -0.42 0.22
H -0.05 1.12 0.93 -0.13
H 1.09 -1.81 0.69 0.19
H 0.04 -1.20 1.85 0.23
H 1.70 -0.64 1.85 -0.59
H 1.83 0.00 -0.83 -0.79
C 0.20 5.06 1.08 -1.71
C -0.32 5.09 -0.34 1.53
C -0.38 3.67 -0.79 -0.10
O -1.60 5.61 -0.36 -0.63
H -0.49 4.48 1.70 0.34
H 0.07 6.05 1.51 0.68
H 1.25 4.77 1.20 0.15
H 0.36 5.68 -0.95 -0.53
H -0.64 3.03 0.05 -0.71
H 0.48 3.14 -1.21 0.49
H -1.12 3.34 -1.52 0.07
H -1.98 5.34 -1.20 0.13
C -3.74 2.64 1.11 -0.91
C -4.55 2.69 -0.20 2.65
C -5.49 3.86 -0.11 -1.75
O -3.66 2.89 -1.23 0.17
H -3.08 3.49 1.28 0.25
H -3.10 1.77 1.26 -0.17
H -4.37 2.52 2.00 0.32
H -5.12 1.79 -0.44 -1.51
H -6.17 3.62 -0.93 0.48
H -5.14 4.88 -0.28 0.40
H -5.92 3.90 0.89 0.24
H -3.58 3.85 -1.21 -0.18

19
Properties=species:S:1:pos:R:3:nbo_charge:R:1 method="wB97M-V/def2-TZVPD" e_tot_ev=-18818.94557 homo_ev=-7.78 smiles="C1=CCN2[SiH2]OC=CC2=C1" mol_weight_g_mol=151.24 gap_ev=8.17 e_above_lowest_kj_mol=0.0 largest_force_ev_per_a=5.3
C -2.29 -0.56 -0.38 -0.22
C -2.20 0.78 -0.28 -0.17
C -1.07 1.39 0.51 -0.24
N 0.17 0.68 0.34 -0.89
Si 1.65 1.27 -0.23 1.69
O 2.69 0.05 -0.44 -0.87
C 2.48 -1.29 0.02 0.18
C 1.27 -1.68 0.34 -0.36
C 0.08 -0.92 0.22 0.19
C -1.13 -1.41 -0.13 -0.27
H -3.10 -0.97 -0.91 0.21
H -3.02 1.42 -0.53 0.21
H -1.02 2.50 0.17 0.20
H -1.42 1.58 1.59 0.18
H 1.42 1.90 -1.42 -0.26
H 2.22 2.28 0.68 -0.24
H 3.44 -1.86 0.07 0.21
H 1.03 -2.73 0.70 0.24
H -1.20 -2.44 -0.33 0.21